Entry 1:
Density functional theory data (wB97M-V/def2-TZVPD) for an isolated molecule of C3H6OS2.

Results
**E_tot**: -989.500656 Eh
**Largest force on an atom**: 1.38 eV/A
**Relative energy (zero: lowest compared OMol25 entry of this formula, charge and spin)**: 17.5 kcal/mol
**Charge**: 0
**LUMO level**: -0.013 eV
**HOMO**: -0.319 hartree

Geometry as XYZ:
```
12
Properties=species:S:1:pos:R:3:forces:R:3:mulliken_charge:R:1
C 0.927 1.268 1.768 0.488 -0.817 -0.354 -0.95
S 0.258 1.250 0.096 -0.007 -0.063 0.232 0.06
C -0.079 -0.429 -0.135 -0.064 -0.100 -0.056 0.25
S 0.200 -1.638 0.922 -0.032 0.165 -0.145 -0.27
C -0.691 -0.717 -1.511 -0.447 -0.077 0.663 -0.47
O -1.024 0.429 -2.252 0.959 -0.406 -0.495 -0.53
H 0.230 0.890 2.501 -0.255 -0.206 0.042 0.32
H 1.165 2.279 1.997 0.107 0.945 0.071 0.35
H 1.857 0.685 1.808 -0.353 0.043 -0.022 0.32
H -1.566 -1.382 -1.341 0.539 0.263 -0.192 0.31
H 0.057 -1.236 -2.085 0.209 -0.384 -0.183 0.29
H -1.810 0.795 -1.892 -1.145 0.637 0.439 0.32
```
Positions in Å, forces in eV/Å.



Entry 2:
Density functional theory data (wB97M-V/def2-TZVPD) for a cluster of 2 separate species, C3H6OS2 in total.

Results
**E_tot**: -989.325460 Eh
**Largest force on an atom**: 2.94 eV/A
**Relative energy (zero: lowest compared OMol25 entry of this formula, charge and spin)**: 127.4 kcal/mol
**Charge**: 0
**LUMO level**: -4.150 eV
**HOMO**: -0.341 hartree

Geometry as XYZ:
```
12
Properties=species:S:1:pos:R:3:forces:R:3:mulliken_charge:R:1
C 0.413 0.962 0.034 0.229 -0.061 -0.517 -0.41
C 1.837 0.514 -0.106 0.486 -1.225 0.834 -0.10
O 2.755 0.884 0.572 -0.030 0.530 0.021 -0.46
C -0.611 -0.162 -0.310 -0.958 2.615 -0.947 -0.50
S -2.207 0.541 -0.084 0.086 -0.636 0.797 -0.15
S -1.596 -2.676 0.774 0.494 0.225 -0.018 -0.13
H 0.171 1.422 0.991 0.307 -0.188 0.117 0.33
H 0.350 1.761 -0.703 -0.391 0.128 -0.180 0.31
H 2.039 -0.324 -0.812 -0.309 0.292 -0.302 0.38
H -0.776 -0.364 -1.368 1.249 -0.801 -0.072 0.36
H -0.209 -1.094 0.232 -1.093 -0.896 0.196 0.22
H -2.166 -1.463 0.780 -0.072 0.015 0.072 0.16
```
Positions in Å, forces in eV/Å.